[1]
ORCA calculation (ωB97M-V with the def2-TZVPD basis set) on the molecule C22H23N3O3.

Structure (XYZ):
```
51
Properties=species:S:1:pos:R:3:forces:R:3:lowdin_charge:R:1
C -5.7553 -1.6004 -0.3471 0.0 0.0 0.0 -0.0502
C -4.4482 -0.8700 -0.3695 0.1 0.0 0.0 -0.2779
C -4.3622 0.3909 -0.9503 0.0 0.0 0.1 -0.0361
C -3.1641 1.0775 -0.9901 0.1 0.0 0.0 -0.0033
C -2.0258 0.5111 -0.4312 -0.1 -0.2 0.0 -0.1928
N -0.7874 1.2051 -0.4662 -0.2 0.1 0.1 0.0541
C 0.2794 0.7842 -1.1879 0.1 0.2 -0.1 -0.4352
O 0.3400 -0.1427 -1.9533 0.1 -0.2 -0.3 0.1352
N 1.3399 1.6565 -0.8865 0.1 -0.1 -0.3 0.0657
C 2.6262 1.6138 -1.5374 0.1 0.1 -0.3 -0.0063
C 3.2560 0.2265 -1.6786 -0.1 0.4 -0.1 -0.4250
O 3.8950 -0.0321 -2.6783 0.1 0.1 -0.1 0.0793
N 3.0598 -0.6976 -0.7060 0.1 -0.3 0.1 0.0250
C 3.4029 -2.0729 -1.0735 0.3 -0.3 -0.3 -0.1140
C 2.6549 -3.1045 -0.2363 -0.1 0.1 0.0 -0.1483
C 1.2707 -2.5610 0.1254 0.1 -0.1 0.0 -0.1317
C 1.5146 -1.3717 0.9994 0.0 0.0 -0.2 -0.1824
C 0.9132 -1.1673 2.2294 0.1 0.0 0.0 -0.0436
C 1.2563 -0.0735 3.0077 0.0 0.0 0.1 -0.0834
C 2.2444 0.7961 2.5780 0.0 0.1 0.0 -0.0763
C 2.8686 0.5950 1.3599 0.1 -0.2 0.0 -0.0117
C 2.4803 -0.4655 0.5496 -0.1 0.1 0.6 -0.1717
C 0.9997 2.5759 0.0594 -0.3 -0.1 0.1 -0.4052
O 1.7116 3.4403 0.5023 0.1 0.2 0.1 0.1104
C -0.4571 2.3033 0.4150 -0.1 0.4 0.3 -0.2005
C -1.3061 3.5560 0.2149 0.2 -0.2 0.1 -0.0158
C -2.0966 -0.7460 0.1493 0.0 0.1 0.0 0.0147
C -3.2994 -1.4283 0.1742 0.0 0.0 0.0 -0.0273
H -6.1073 -1.7739 -1.3632 -0.1 -0.1 0.0 0.0837
H -5.6586 -2.5593 0.1549 0.0 -0.1 0.0 0.0738
H -6.5113 -1.0104 0.1691 -0.1 0.0 0.0 0.0826
H -5.2453 0.8348 -1.3868 -0.1 0.1 -0.1 0.1154
H -3.1082 2.0439 -1.4663 0.0 0.1 -0.1 0.1127
H 2.5337 1.9896 -2.5633 0.1 -0.1 0.2 0.1479
H 3.2883 2.2893 -0.9880 -0.1 -0.1 -0.1 0.1347
H 3.1499 -2.1809 -2.1321 0.1 0.0 0.2 0.1304
H 4.4864 -2.2035 -0.9766 -0.1 0.0 -0.1 0.1320
H 3.2015 -3.3164 0.6861 0.0 -0.1 0.0 0.1191
H 2.5742 -4.0316 -0.8035 0.1 0.0 0.0 0.1149
H 0.7538 -2.2571 -0.7898 -0.1 0.0 0.0 0.1134
H 0.6717 -3.3137 0.6393 0.0 0.0 0.0 0.1192
H 0.1723 -1.8707 2.5836 -0.1 -0.1 0.0 0.1135
H 0.7705 0.0847 3.9589 0.0 0.0 0.1 0.1026
H 2.5389 1.6325 3.1929 0.0 0.1 0.0 0.1108
H 3.6563 1.2601 1.0432 0.1 0.1 -0.1 0.1228
H -0.5193 1.9814 1.4642 0.1 0.0 -0.1 0.1638
H -2.3282 3.3833 0.5412 -0.1 0.0 0.0 0.0778
H -1.3064 3.8481 -0.8328 0.0 0.0 -0.1 0.0927
H -0.8747 4.3637 0.8007 0.0 0.1 0.1 0.0862
H -1.2064 -1.1828 0.5725 0.1 0.0 0.0 0.0934
H -3.3436 -2.4098 0.6236 0.0 -0.1 0.0 0.1113
```
Forces are in eV/Å.

HOMO level in hartree: -0.3151
Frontier orbital gap in eV: 9.2
Molar mass in Da: 377.44
Relative energy (zero: lowest compared OMol25 entry of this formula, charge and spin) in kJ/mol: 43.5
DFT total energy in Ha: -1242.22632
Maximum force in eV/Å: 0.6

---

[2]
ORCA calculation (ωB97M-V with the def2-TZVPD basis set) on a cluster of 4 separate species, C33H65NO12 in total.

Structure (XYZ):
```
111
Properties=species:S:1:pos:R:3:forces:R:3:lowdin_charge:R:1
C -4.8904 -9.8059 -0.9142 -0.4 -0.2 0.3 -0.1253
O -3.7837 -9.2879 -1.6207 0.3 -0.5 0.3 -0.1822
C -2.9425 -8.5738 -0.7355 -0.2 1.1 -0.1 -0.2598
C -1.8728 -7.7724 -1.4983 -0.7 0.0 0.2 -0.1594
C -1.6239 -6.4624 -0.7291 0.7 -0.3 0.6 -0.1900
C -0.2061 -5.8842 -0.9229 -0.1 -0.3 -0.9 -0.1722
N -0.0815 -4.4324 -0.7748 -0.6 0.3 0.7 -0.1449
C -0.6214 -3.6699 -1.9051 0.6 0.0 -0.2 -0.0338
C -0.5749 -3.9530 0.4751 -1.1 0.4 0.7 -0.4653
O -1.7413 -3.8287 0.7722 0.9 -0.3 -0.5 0.1525
O 0.3821 -3.5595 1.4015 -0.4 -0.3 -0.7 -0.0335
C 0.7016 -2.1759 1.2208 -0.2 0.9 0.6 -0.1571
C -0.3916 -1.1973 1.7415 -0.2 0.0 -0.6 -0.0917
C -1.1374 -0.5417 0.5856 0.8 -0.1 0.9 -0.2485
C -2.4426 -0.8457 0.2816 -0.2 -0.6 0.6 -0.0534
C -3.0703 -0.2629 -0.7972 -0.4 -0.3 0.3 -0.0726
C -2.3704 0.6439 -1.5572 -0.9 0.2 -1.0 -0.1156
C -1.0811 0.9807 -1.2418 1.1 0.3 -0.3 -0.1195
C -0.4487 0.3905 -0.1737 0.1 -0.2 0.2 -0.0486
H -5.6950 -9.0620 -0.8067 0.2 0.0 -0.1 0.0894
H -4.6075 -10.1232 0.0998 0.0 0.0 -0.2 0.0844
H -5.3102 -10.6767 -1.4240 0.2 0.2 -0.2 0.0857
H -3.5737 -7.8213 -0.2277 0.1 -0.2 0.1 0.1194
H -2.5061 -9.1971 0.0600 -0.1 -0.2 -0.3 0.1286
H -0.9601 -8.3583 -1.6434 -0.1 0.1 0.0 0.1146
H -2.3224 -7.5503 -2.4722 0.3 -0.1 0.0 0.1195
H -1.7467 -6.6831 0.3408 -0.1 0.2 -0.1 0.1140
H -2.3709 -5.7064 -0.9831 0.0 -0.2 0.0 0.1115
H 0.5461 -6.3893 -0.3040 -0.3 0.1 0.1 0.1303
H 0.0885 -6.1100 -1.9589 0.1 0.2 0.1 0.1251
H -0.6316 -2.6071 -1.6454 -0.4 -0.2 0.0 0.0873
H -1.5908 -4.0232 -2.2768 0.0 0.2 0.2 0.0919
H 0.1132 -3.7553 -2.7180 -0.2 -0.1 0.0 0.0927
H 0.8691 -1.9365 0.1623 0.3 -0.3 0.1 0.1253
H 1.6101 -1.9826 1.7948 0.0 -0.4 -0.2 0.1223
H -1.0893 -1.7028 2.4138 0.2 -0.1 -0.1 0.1241
H 0.1044 -0.3951 2.2981 0.0 -0.2 0.0 0.0963
H -2.9223 -1.5822 0.9199 -0.2 0.1 -0.2 0.1119
H -4.1006 -0.5352 -0.9996 0.1 0.1 -0.2 0.1089
H -2.8577 1.0923 -2.4194 0.1 0.0 0.1 0.1110
H -0.5239 1.7113 -1.8203 -0.2 0.0 -0.1 0.1079
H 0.5764 0.6345 0.0931 -0.1 0.1 -0.1 0.1279
C 6.4187 -0.9113 -3.6933 -0.1 -0.1 0.0 -0.1150
O 5.9940 -2.0700 -3.0124 0.1 0.1 0.2 -0.2013
C 7.0604 -2.9784 -2.7875 -0.4 0.0 -0.1 -0.2052
C 6.7073 -3.9526 -1.6834 0.2 -0.1 0.1 -0.1814
O 6.8823 -3.4190 -0.3771 -0.1 0.0 -0.1 -0.1295
C 5.9074 -2.4799 0.0588 0.1 -0.1 0.2 -0.1803
C 4.5785 -3.1117 0.4167 -0.2 0.2 -0.3 -0.2025
O 3.8151 -3.3572 -0.7503 0.1 -0.2 -0.1 -0.1910
C 2.7908 -4.3148 -0.5281 0.8 0.1 -0.2 -0.0957
H 6.8417 -1.1641 -4.6723 0.1 0.1 0.0 0.0874
H 5.5504 -0.2708 -3.8380 0.0 -0.1 0.0 0.0871
H 7.1597 -0.3636 -3.0993 0.1 0.0 -0.1 0.0879
H 7.9719 -2.4333 -2.5139 0.0 0.0 0.0 0.1283
H 7.2351 -3.5331 -3.7197 0.2 0.0 0.0 0.1272
H 7.4058 -4.7904 -1.7436 0.0 0.0 0.0 0.1265
H 5.7020 -4.3572 -1.8135 -0.1 0.2 -0.1 0.1220
H 5.7843 -1.6725 -0.6652 -0.2 -0.1 -0.1 0.1218
H 6.3237 -2.0402 0.9683 0.0 -0.1 0.0 0.1263
H 4.0099 -2.4223 1.0573 0.1 -0.1 0.2 0.1176
H 4.7542 -4.0478 0.9605 0.0 0.0 0.1 0.1312
H 3.2290 -5.2816 -0.2418 0.0 0.0 0.1 0.0983
H 2.2466 -4.4458 -1.4563 0.1 0.1 -0.1 0.0810
H 2.1123 -3.9770 0.2384 -0.1 -0.1 0.2 0.0515
C 2.4499 5.4945 5.4575 -0.1 0.0 0.0 -0.1134
O 1.3348 5.2869 4.6205 0.1 -0.2 0.0 -0.1991
C 1.6739 5.3782 3.2461 -0.3 0.2 0.2 -0.2013
C 0.6187 4.7081 2.3929 0.1 -0.1 -0.1 -0.1818
O 0.7532 3.2903 2.3382 -0.1 0.0 0.1 -0.1437
C 0.3665 2.5649 3.4995 0.1 -0.1 -0.2 -0.1728
C -1.1319 2.4719 3.6998 0.0 0.2 0.3 -0.2012
O -1.6273 3.6612 4.2930 0.0 0.1 -0.2 -0.1916
C -3.0190 3.8084 4.1163 0.1 0.0 0.1 -0.1037
H 2.8828 6.4882 5.2952 0.1 0.0 0.0 0.0877
H 2.1123 5.4200 6.4897 0.0 0.0 0.0 0.0878
H 3.2117 4.7253 5.2844 0.1 0.1 0.0 0.0878
H 2.6459 4.9043 3.0626 0.0 0.0 -0.1 0.1290
H 1.7332 6.4426 2.9810 0.1 0.0 -0.2 0.1290
H 0.7562 5.0487 1.3639 0.0 -0.1 0.0 0.1238
H -0.3877 5.0012 2.6963 0.0 0.0 0.2 0.1268
H 0.8638 2.9550 4.3893 -0.2 0.1 0.1 0.1241
H 0.7417 1.5517 3.3354 0.0 0.0 0.0 0.1099
H -1.3545 1.6363 4.3783 0.0 -0.1 -0.2 0.1304
H -1.6211 2.2931 2.7346 0.0 -0.1 0.0 0.1163
H -3.2715 3.8799 3.0533 -0.1 -0.1 0.0 0.0718
H -3.3230 4.7314 4.6065 0.1 0.0 0.0 0.0904
H -3.5612 2.9704 4.5695 -0.1 0.0 -0.1 0.0901
C -1.8640 3.7427 0.0897 0.0 0.4 0.0 -0.0924
O -1.8458 5.0105 -0.5378 -0.2 0.0 0.0 -0.1900
C -1.1648 4.9759 -1.7790 0.0 0.2 0.4 -0.2000
C -1.5500 6.1675 -2.6294 0.0 -0.1 -0.2 -0.1788
O -2.7935 6.0063 -3.3004 0.0 0.0 0.1 -0.1289
C -3.9640 6.1199 -2.5004 -0.1 0.0 -0.2 -0.1809
C -4.2858 7.5437 -2.0978 0.0 -0.1 0.4 -0.2052
O -3.4960 7.9383 -0.9875 0.2 0.1 -0.1 -0.2012
C -3.4346 9.3397 -0.8502 0.0 -0.1 0.1 -0.1144
H -0.8463 3.3901 0.2849 0.0 -0.1 0.0 0.0789
H -2.3922 3.8446 1.0362 0.1 0.1 0.0 0.0744
H -2.3993 3.0197 -0.5263 0.0 -0.1 0.0 0.0734
H -1.4049 4.0515 -2.3189 0.0 0.0 -0.1 0.1229
H -0.0845 5.0074 -1.5753 0.1 -0.1 -0.2 0.1285
H -0.8080 6.2633 -3.4255 0.0 0.0 0.0 0.1268
H -1.5289 7.0937 -2.0524 0.0 -0.1 0.2 0.1224
H -3.9154 5.4600 -1.6324 0.1 0.2 0.1 0.1221
H -4.7774 5.7621 -3.1358 0.0 0.0 -0.1 0.1265
H -5.3421 7.6078 -1.8020 -0.1 0.0 -0.2 0.1274
H -4.1074 8.2123 -2.9484 0.0 0.0 0.0 0.1286
H -2.9645 9.7955 -1.7294 -0.1 0.1 0.0 0.0879
H -2.8260 9.5649 0.0238 0.0 -0.1 0.0 0.0875
H -4.4351 9.7630 -0.7044 0.0 0.1 -0.1 0.0875
```
Forces are in eV/Å.

HOMO level in hartree: -0.3303
Frontier orbital gap in eV: 9.6
Molar mass in Da: 667.88
Relative energy (zero: lowest compared OMol25 entry of this formula, charge and spin) in kJ/mol: 0.0
DFT total energy in Ha: -2253.78837
Maximum force in eV/Å: 1.4

---

Q: Look up the relative energy (zero: lowest compared OMol25 entry of this formula, charge and spin) of the second one.
A: 0.0 kJ/mol